The following is a quantum chemistry calculation of C15H25N5O3 in the gas phase at a distorted geometry, from the OMol25 dataset.

Geometry as XYZ:
```
48
Properties=species:S:1:pos:R:3:forces:R:3:lowdin_charge:R:1
O -2.448 0.464 -3.980 0.1977 0.5716 0.5518 0.044
O 0.297 1.405 -1.519 1.9292 1.4173 -1.0730 0.080
O 1.687 -0.422 2.117 -0.0554 -0.4182 -0.5970 0.021
N -2.799 -0.129 1.601 0.3899 0.5334 0.4488 0.102
C -2.370 1.645 -3.652 -0.3851 -0.9278 -1.4634 -0.536
C -0.563 0.683 -1.115 -1.4956 -0.5382 0.7458 -0.431
C 1.689 -0.078 0.928 -0.3510 -0.0714 1.8449 -0.442
C -2.110 -0.576 2.647 -0.2435 0.0391 -0.9027 -0.188
C -1.144 1.307 2.097 -0.3842 0.4327 -0.4323 -0.086
C -2.201 1.097 1.280 -0.0691 -0.9805 -0.3306 -0.309
N -1.081 0.255 2.953 -0.4830 -0.0878 0.2085 0.082
N 2.157 1.126 0.599 0.1527 1.1011 -2.4122 0.022
N -2.204 2.061 -2.389 0.2372 0.9160 1.7732 0.091
N -0.294 -0.484 -0.479 -0.4260 0.0199 -0.0874 0.151
C -2.484 2.743 -4.698 0.3007 0.2779 0.5691 0.001
C 2.757 2.083 1.495 0.5001 -1.2758 1.3746 -0.063
C 3.378 -2.971 1.318 -0.2924 0.3745 -1.3058 -0.083
C -2.463 1.903 0.030 -0.8640 -0.4654 0.6522 -0.088
C 0.246 -3.106 1.076 -0.4142 0.2737 0.8991 -0.070
C 2.517 -3.102 0.019 0.2721 0.0757 0.5906 -0.205
C -2.041 1.165 -1.232 -0.1581 -0.8864 -1.0544 -0.207
C 1.073 -0.924 -0.195 0.2140 -0.8965 -0.1485 -0.158
C 1.109 -2.475 0.002 -0.1550 -0.2658 0.3258 -0.320
H -2.297 -1.514 3.174 0.1088 0.4676 -0.2232 0.127
H -0.518 2.164 2.019 0.7558 0.1153 0.5129 0.116
H -0.354 0.074 3.608 0.4191 -0.1034 0.2972 0.139
H 1.932 1.458 -0.343 0.0886 -0.3569 0.3797 0.118
H -2.128 3.075 -2.208 0.0155 -1.1536 -0.2473 0.157
H -1.076 -0.899 0.010 0.1506 -0.2516 0.0684 0.118
H -1.493 3.002 -5.072 0.0165 0.0110 0.0832 0.088
H -3.081 2.431 -5.528 -0.2769 -0.5205 -0.4173 0.072
H -2.959 3.631 -4.296 0.0843 0.2833 0.1717 0.070
H 3.234 2.920 0.999 -0.3076 0.0047 -0.4432 0.082
H 3.569 1.544 2.037 -0.5966 0.5093 -0.0369 0.099
H 2.017 2.426 2.228 0.2709 0.1239 -0.0082 0.076
H 3.629 -1.899 1.485 -0.1445 -0.9791 0.2654 0.073
H 2.832 -3.419 2.131 -0.0700 0.2329 0.5777 0.055
H 4.290 -3.569 1.183 -0.0931 0.3146 0.0111 0.070
H -1.846 2.807 0.089 -0.3925 0.1333 0.0847 0.123
H -3.556 2.117 -0.035 0.8388 0.2274 -0.0995 0.137
H 0.654 -3.016 2.090 0.0949 -0.1406 -0.2649 0.074
H 0.074 -4.163 0.818 0.1347 0.2998 0.2418 0.092
H -0.735 -2.630 1.140 -0.1381 -0.0719 -0.1370 0.055
H 3.071 -2.664 -0.783 0.5408 0.3643 -0.7296 0.091
H 2.446 -4.166 -0.249 -0.2415 0.1847 0.1797 0.112
H -2.689 0.288 -1.406 0.2182 0.3258 0.1128 0.159
H 1.666 -0.815 -1.111 -0.1509 0.5172 0.0880 0.155
H 0.608 -2.855 -0.884 0.2575 0.2435 -0.6442 0.133
```
Positions in Å, forces in eV/Å.

## Properties
- Relative energy (zero: lowest compared OMol25 entry of this formula, charge and spin): 3.1 kcal per mole
- Max |F|: 0.0517 Eh/bohr
- SMILES string: CC[C@@H](C)[C@@H](NC(=O)[C@@H](Cc1c[nH]cn1)NC(C)=O)C(=O)NC
- HOMO energy: -9.00 eV
- HOMO-LUMO gap: 9.65 eV

=====

The following is a quantum chemistry calculation of a molecular structure, C15H25N5O5Zn at a distorted geometry, from the OMol25 dataset.

Geometry as XYZ:
```
51
Properties=species:S:1:pos:R:3:forces:R:3:lowdin_charge:R:1
O -3.739 1.357 -2.713 -1.0750 0.2718 -0.5942 -0.120
H -4.524 1.334 -3.289 0.6739 0.2983 0.2790 0.087
Zn 0.195 -0.308 -0.100 1.0531 -0.2652 -2.1807 0.669
N 1.839 -1.267 -0.904 -1.0151 0.1505 2.9025 -0.181
N 0.367 0.336 -2.152 -1.4570 0.7212 2.3816 -0.141
O 2.545 -2.353 -0.291 0.0337 -0.6709 1.3450 -0.132
O -0.369 1.251 -2.951 -1.1205 0.7903 -0.0403 -0.130
C 2.137 -1.182 -2.195 -1.2470 2.1556 -2.7302 -0.389
C 1.358 -0.198 -2.876 2.2258 -2.6773 0.5710 -0.372
C 3.246 -1.984 -2.757 0.5500 0.0996 -0.5247 -0.056
C 1.619 0.213 -4.279 0.2546 -0.1136 -0.5382 -0.055
H 3.413 -2.884 -2.163 -0.0378 0.1088 -0.2765 0.063
H 4.177 -1.403 -2.731 0.1964 -0.1317 -0.0349 0.079
H 3.073 -2.261 -3.800 -0.0405 0.0225 0.0666 0.073
H 1.203 1.200 -4.486 0.1419 -0.1517 -0.0123 0.065
H 1.181 -0.493 -4.996 -0.0852 0.1118 -0.0741 0.076
H 2.694 0.230 -4.485 -0.0989 0.0323 0.0486 0.074
H 2.465 -2.210 0.674 0.1486 0.1891 -0.9682 0.050
H -1.232 1.412 -2.520 0.7587 -0.3564 -0.1612 0.057
O 2.726 1.664 -0.159 -0.2997 0.1566 0.0276 -0.097
H 2.743 0.731 -0.442 -0.1265 0.0331 -0.0795 -0.003
H 1.907 2.005 -0.565 0.4596 -0.3144 -0.0153 0.017
C -3.659 0.090 -2.089 0.3895 -0.2003 0.0764 -0.155
H -3.574 0.253 -1.014 -0.1588 -0.1135 -0.2222 0.034
H -2.743 -0.386 -2.449 -0.0975 -0.3432 0.1421 0.078
H -4.531 -0.547 -2.292 0.2341 0.1186 0.0269 0.090
O -0.755 -2.384 -0.085 -0.2271 -0.5454 0.2352 -0.077
H -0.194 -2.979 -0.621 -0.0422 0.5532 0.1494 0.077
H -0.980 -2.882 0.719 -0.0702 -0.0087 -0.2105 0.053
N 0.402 1.871 1.959 0.1108 0.1314 0.0184 0.120
C 0.986 0.736 2.579 -0.2557 -0.3009 -0.0421 -0.283
C 1.436 0.819 3.902 -0.2782 -0.1502 0.0675 0.011
C 1.572 -0.369 4.608 0.3455 0.3888 -0.2013 -0.049
C 1.337 -1.585 3.955 0.1282 -0.3135 -0.2324 -0.057
C 1.040 -1.590 2.601 0.2229 0.9538 0.6493 -0.112
N 0.921 -0.426 1.922 -0.5039 -0.2519 0.2998 0.066
C -0.970 1.773 1.655 0.0821 -0.1449 -0.0215 -0.283
C -1.910 2.692 2.152 -0.0474 -0.3963 0.0339 0.005
C -3.232 2.251 2.242 0.5099 0.3721 -0.3188 -0.051
C -3.556 0.978 1.762 -0.1232 -0.3641 -0.3395 -0.066
C -2.603 0.239 1.074 0.0301 0.7165 0.4249 -0.128
N -1.327 0.674 0.971 -0.5302 -0.1782 0.3651 0.054
H 0.632 2.724 2.458 -0.0228 -0.1446 -0.2387 0.139
H 1.535 1.813 4.348 0.0327 -0.4752 0.0710 0.121
H 1.858 -0.351 5.661 -0.1212 -0.0150 -0.3207 0.115
H 1.419 -2.529 4.483 -0.0493 0.1439 0.0041 0.107
H 0.836 -2.516 2.061 0.2732 0.3478 0.0294 0.107
H -1.565 3.667 2.506 -0.2626 -0.4106 0.0817 0.119
H -3.998 2.896 2.674 0.2396 -0.2187 -0.1033 0.114
H -4.567 0.590 1.848 0.1667 0.0846 0.0133 0.109
H -2.833 -0.712 0.591 0.1321 0.3038 0.1711 0.106
```
Positions in Å, forces in eV/Å.

## Properties
- Relative energy (zero: lowest compared OMol25 entry of this formula, charge and spin): 0.0 kcal per mole
- Max |F|: 0.0719 Eh/bohr
- HOMO energy (alpha / beta): -3.73 / -3.04 eV
- HOMO-LUMO gap (alpha / beta): 3.42 / 2.63 eV

=====

The following is a quantum chemistry calculation of a molecular structure, C15H25NO4 at a distorted geometry, from the OMol25 dataset.

Geometry as XYZ:
```
45
Properties=species:S:1:pos:R:3:forces:R:3:lowdin_charge:R:1
C 5.188 1.915 0.340 -5.0971 -6.9086 -8.6950 -0.087
C 5.670 0.555 0.854 -4.9480 2.0191 3.7172 -0.313
O 5.257 -0.434 0.037 -3.6289 -3.6109 -1.3239 -0.085
C 3.835 -0.915 0.021 2.7994 -0.3001 -2.0663 -0.215
C 2.808 -0.535 0.703 -2.9039 6.6261 7.7609 -0.076
C 1.419 -0.902 0.808 0.5104 -0.5680 -0.1536 -0.042
C 1.052 -1.934 0.012 2.4796 0.5832 -5.4706 -0.126
C 2.126 -2.321 -1.085 1.8845 9.6035 12.4915 0.082
C 3.388 -1.863 -0.958 3.3283 -1.2777 -0.7695 -0.011
H 4.259 -2.345 -1.493 -1.3338 0.6314 -0.1419 0.143
H 1.826 -2.917 -1.646 -4.2487 -9.5921 -9.3066 -0.017
O -0.216 -2.223 -0.440 7.1458 -3.5440 -4.8889 0.044
C -1.151 -1.949 0.297 -4.3564 9.9305 8.0460 -0.427
C -2.418 -2.473 0.100 -2.6492 -6.1445 -4.6551 -0.274
O -3.552 -2.148 0.704 0.4101 -0.6021 6.5059 -0.106
C -4.624 -1.463 0.270 4.2990 -2.3160 -10.3487 -0.228
C -4.098 -0.218 -0.333 -2.1428 6.7083 -2.8667 -0.218
N -3.814 0.751 0.804 1.4997 0.5485 -0.8145 -0.058
H -2.915 0.485 1.181 0.0586 -0.7133 0.4828 0.062
C -3.471 2.212 0.496 0.4933 -3.7791 -4.3971 -0.087
C -2.335 2.350 -0.714 -2.0491 -4.3469 8.9753 -0.176
O -1.266 1.753 -0.014 4.3313 -0.7650 -2.6744 -0.185
C -0.039 1.961 -0.945 -4.6329 0.5561 1.6961 0.013
H -0.303 1.557 -1.851 -1.3149 -0.3578 -2.6176 0.066
H 0.777 1.424 -0.826 3.6714 -3.1535 2.4037 0.015
H 0.342 2.926 -1.046 -0.3232 2.1548 0.1386 0.077
H -2.055 3.244 -0.718 1.5687 8.3233 -0.2219 0.034
H -2.541 2.148 -1.652 -1.2946 -2.4891 -4.5228 0.073
H -3.263 2.640 1.420 0.8889 1.0824 1.2059 0.091
H -4.298 2.602 0.026 -2.4155 1.2794 -0.4801 0.063
H -4.977 0.502 -0.954 1.7393 -2.4723 1.6656 0.176
H -3.352 -0.212 -1.245 -0.7732 -0.7426 2.2117 0.134
H -5.313 -1.261 0.906 -4.2797 0.6222 4.4837 0.060
H -4.957 -2.164 -0.714 -0.3464 1.8108 2.2828 0.186
H -2.290 -3.681 0.309 -0.3279 2.3746 -0.9476 0.195
H -2.599 -2.285 -0.973 0.0548 -0.9434 -0.4835 0.135
H -0.961 -1.859 1.316 1.0378 -1.5522 2.5946 0.116
H -1.297 -0.683 0.435 -0.1204 -1.8594 -1.4955 0.178
H 0.711 -0.334 1.417 0.5468 -0.2881 -0.1218 0.115
H 2.879 0.541 1.676 0.5021 -3.2781 -3.0914 0.204
H 6.686 0.392 1.053 1.4441 0.2175 0.2254 0.090
H 4.992 0.545 2.120 2.1628 -0.4139 -3.3629 0.187
H 3.960 1.976 0.214 3.1434 -0.4268 0.8621 0.120
H 5.481 2.575 0.902 3.0971 7.5185 5.6037 -0.054
H 5.451 2.063 -0.816 0.0898 -0.1448 2.5646 0.125
```
Positions in Å, forces in eV/Å.

## Properties
- Relative energy (zero: lowest compared OMol25 entry of this formula, charge and spin): 365.2 kcal per mole
- Max |F|: 0.3086 Eh/bohr
- HOMO energy: -8.51 eV
- HOMO-LUMO gap: 9.17 eV

=====

The following is a quantum chemistry calculation of a molecular structure, C15H26AlBCl2CsNO9 at a distorted geometry, from the OMol25 dataset.

Geometry as XYZ:
```
56
Properties=species:S:1:pos:R:3:forces:R:3:lowdin_charge:R:1
B -0.986 -3.103 1.538 -2.4528 2.5154 1.8886 -0.774
C -1.571 -1.621 1.152 1.1920 0.2555 -1.0204 -0.194
C -0.498 -0.479 0.930 -0.0948 -1.3001 1.5616 -0.196
C 0.736 -0.468 1.964 -1.0524 1.0116 -0.9271 -0.194
O 0.981 0.896 2.270 0.2166 -0.0004 -0.5158 -0.023
C 0.298 1.289 3.399 -0.2029 0.3009 0.9634 -0.504
C -0.843 2.248 3.239 0.4201 -0.0074 -0.3516 0.041
O 0.626 0.908 4.482 0.2434 -0.5372 0.0777 0.143
H -1.803 -3.915 1.174 -0.2235 0.5943 0.1739 -0.069
H -0.913 -3.168 2.731 0.5434 -0.3211 0.1434 0.043
H 0.083 -3.341 1.073 0.2807 1.1958 0.7910 -0.301
H -2.092 -1.724 0.201 -0.1828 0.2827 -0.1305 0.095
H -2.303 -1.257 1.860 -0.0389 -0.1336 0.3461 0.103
H -0.123 -0.510 -0.111 -0.1958 0.7213 -0.2319 0.069
H -1.002 0.465 1.047 0.2217 0.4076 -0.2736 0.119
H 0.534 -0.971 2.903 0.0079 -0.6745 -0.1462 0.123
H 1.672 -0.909 1.454 -0.2865 0.8868 1.3040 0.048
H -1.617 2.004 3.952 -0.1412 -0.2145 0.1228 0.096
H -1.225 2.266 2.229 -0.0693 0.2604 -0.1525 0.080
H -0.458 3.218 3.538 -0.0274 0.3089 -0.2257 0.102
Al 0.982 -2.083 0.178 0.8416 -0.4726 -1.8088 0.870
N -1.494 -3.342 5.227 0.0388 -0.0165 0.1646 0.052
C -0.468 -2.653 5.724 -0.0147 0.1029 -0.1239 -0.149
C 0.256 -3.042 6.840 -0.0031 -0.0145 -0.0081 -0.063
C -0.108 -4.214 7.482 0.0295 -0.0225 0.0444 -0.078
C -1.173 -4.944 6.982 0.0144 0.0131 -0.0301 -0.072
C -1.827 -4.466 5.857 -0.0946 -0.0412 -0.0591 -0.153
H -0.216 -1.738 5.196 0.0466 0.0312 0.0725 0.091
H 1.081 -2.440 7.195 -0.0064 0.0318 -0.0119 0.105
H 0.430 -4.553 8.358 0.0022 -0.0002 0.0109 0.107
H -1.491 -5.864 7.453 -0.0217 -0.0080 -0.0086 0.102
H -2.665 -5.008 5.431 -0.0135 -0.0343 0.0562 0.104
C 3.201 1.905 -0.408 0.2027 0.5330 -0.2518 0.028
C 3.425 1.384 -1.818 -0.6433 -1.4112 -0.1798 -0.614
O 3.053 0.302 -2.153 0.3342 -0.4264 -0.0112 0.084
O 4.055 2.303 -2.543 0.9567 2.0891 0.0968 -0.459
H 2.683 1.154 0.177 -0.0365 -0.1114 -0.0957 0.053
H 4.155 2.133 0.064 0.0060 0.0740 -0.0119 0.089
H 2.601 2.814 -0.433 0.0451 0.0449 -0.0003 0.095
Cl 4.796 2.323 -4.083 -0.6334 -0.8170 0.8505 0.754
O 2.687 0.535 -5.083 -0.4142 -0.0806 -0.0781 -0.437
Cl 1.379 1.156 -4.979 0.3665 -0.0935 -0.2172 0.616
O 1.548 2.584 -4.852 0.0444 -0.0220 0.1279 -0.392
O 0.697 0.644 -3.806 -0.1722 -0.0369 0.0974 -0.402
O 0.609 0.848 -6.159 -0.0497 -0.0338 0.0043 -0.376
C -3.009 3.887 -7.404 0.0318 -0.0563 0.1990 -0.032
C -1.533 3.642 -7.148 0.0917 -0.0371 -0.1718 -0.506
O -1.113 3.389 -6.053 -0.2481 0.1569 0.2741 0.084
C -0.607 3.727 -8.341 0.1383 -0.0060 0.1297 -0.022
H -3.555 3.794 -6.468 0.0132 -0.0093 0.0297 0.074
H -3.159 4.891 -7.804 -0.0203 -0.0592 -0.1450 0.076
H -3.394 3.151 -8.113 0.0021 0.1042 -0.1146 0.077
H -0.652 4.726 -8.781 -0.1018 -0.0574 -0.1197 0.077
H -0.889 2.984 -9.089 -0.0572 0.0973 -0.0821 0.082
H 0.410 3.528 -8.012 -0.0077 -0.0532 0.0566 0.083
Cs -0.189 -5.284 0.340 1.1750 -4.9096 -2.0818 1.246
```
Positions in Å, forces in eV/Å.

## Properties
- Max |F|: 0.1062 Eh/bohr
- HOMO energy: -7.23 eV
- HOMO-LUMO gap: 5.82 eV

=====

The following is a quantum chemistry calculation of a molecular structure, C15H26CeF6NO3P2 at a distorted geometry, from the OMol25 dataset.

Geometry as XYZ:
```
54
Properties=species:S:1:pos:R:3:forces:R:3:lowdin_charge:R:1
Ce 0.691 -0.715 0.241 0.4621 -0.7728 0.4850 1.113
P -1.806 -1.906 -0.336 -0.9503 -0.2160 -0.6710 0.815
C -1.058 -1.939 -2.059 0.3579 -0.4635 -0.0219 -0.277
C -0.755 -0.591 -2.691 0.2744 0.1515 0.1592 -0.305
N -0.006 0.263 -1.939 -0.3516 0.4158 -0.7713 -0.025
C 0.367 1.457 -2.464 -0.1692 -0.3320 0.2866 -0.283
C -0.008 1.823 -3.745 0.0344 -0.0080 -0.3557 0.012
C -0.761 0.953 -4.529 0.1489 -0.0542 0.4576 0.018
C -1.145 -0.274 -3.987 -0.1891 -0.2323 0.1698 0.017
C 1.176 2.419 -1.620 -0.1707 0.1894 -0.1650 -0.255
P 2.150 1.683 -0.236 0.4564 1.2572 -0.6272 0.818
H -1.745 -0.997 -4.546 0.2691 0.3457 0.1030 0.136
H 0.322 2.790 -4.114 -0.1419 -0.1904 -0.0864 0.135
H -1.030 1.218 -5.545 -0.0377 0.0007 0.0743 0.132
H 1.874 2.957 -2.277 -0.2460 0.0153 0.1900 0.111
H 0.499 3.171 -1.176 0.1786 -0.2549 -0.1882 0.117
H -0.086 -2.531 -1.970 -1.2794 0.4876 -0.3364 0.096
H -1.778 -2.494 -2.672 0.4457 -0.0263 -0.1035 0.110
H 2.965 -2.318 -0.368 -1.0820 -0.3663 -0.7596 0.047
O 2.051 -2.455 -0.828 1.0902 -0.2296 0.1725 -0.173
H 2.163 -3.111 -1.531 -0.0589 0.1077 0.1976 0.108
H 3.247 -1.406 1.447 1.0511 -0.2641 -0.2734 0.094
O 3.794 -1.527 0.635 -0.1826 0.5484 1.2702 -0.024
H 4.722 -1.533 0.931 -0.3320 -0.0638 -0.1028 0.129
C 3.776 1.471 -1.034 0.2900 -0.2502 -0.0111 -0.236
H 4.175 2.460 -1.297 -0.0813 -0.2633 0.0003 0.066
H 4.473 0.978 -0.342 -0.1628 0.1746 -0.2561 0.047
H 3.690 0.861 -1.944 0.0503 0.1031 0.2298 0.064
C 2.430 3.122 0.828 0.0512 0.1519 0.5397 -0.228
H 2.728 2.764 1.824 -0.0505 0.2375 -0.2223 0.057
H 3.231 3.754 0.418 -0.2819 -0.1442 0.0949 0.068
H 1.511 3.713 0.937 0.2565 -0.2097 0.0254 0.060
C -3.357 -0.994 -0.546 -0.2242 0.2692 0.0888 -0.228
H -4.075 -1.590 -1.122 0.1565 0.2051 0.0835 0.066
H -3.771 -0.804 0.455 0.0274 -0.0020 -0.3225 0.061
H -3.188 -0.030 -1.039 -0.0653 -0.1552 0.1425 0.059
C -2.409 -3.611 -0.126 0.1932 -0.2758 0.2610 -0.228
H -2.655 -3.737 0.940 0.0280 -0.0950 -0.3699 0.061
H -3.315 -3.787 -0.726 0.3470 0.0657 0.1312 0.068
H -1.632 -4.342 -0.395 -0.2697 0.1890 0.1408 0.063
C -1.472 -1.028 3.760 -0.1014 -0.2839 0.0678 0.038
C -0.396 -0.059 3.338 0.9172 0.5881 0.0862 -0.385
O 0.427 -0.551 2.295 -0.8487 0.3839 0.6804 -0.374
C -1.050 1.278 2.874 -0.4583 0.9876 -0.0294 -0.466
F -2.007 1.741 3.712 1.1306 -0.6497 -0.9394 0.179
F -0.145 2.277 2.678 -0.7443 -0.8609 0.0610 0.143
F -1.655 1.081 1.637 0.5510 -0.0706 0.7084 0.093
C 0.591 0.228 4.511 0.4418 -0.0415 1.1004 -0.498
F 0.002 0.832 5.579 0.4530 -0.5791 -1.2513 0.167
F 1.122 -0.951 4.944 -0.4865 0.9495 -0.4138 0.148
F 1.632 1.004 4.112 -0.6972 -0.5197 0.2499 0.140
H -2.158 -1.201 2.923 0.0701 0.0809 0.1890 0.091
H -2.025 -0.621 4.614 0.0697 -0.2182 -0.1995 0.120
H -1.002 -1.978 4.032 -0.1386 0.1878 0.0312 0.114
```
Positions in Å, forces in eV/Å.

## Properties
- Max |F|: 0.0313 Eh/bohr
- 2S+1: 2
- HOMO energy (alpha / beta): -15.40 / -15.50 eV
- Total charge: +2
- HOMO-LUMO gap (alpha / beta): 9.16 / 9.29 eV